No. 1
{"formula": "C5H13NS2Si", "method": "ωB97M-V/def2-TZVPD", "species": ["C", "C", "C", "C", "C", "N", "Si", "S", "S", "H", "H", "H", "H", "H", "H", "H", "H", "H", "H", "H", "H", "H"], "positions_angstrom": [[-1.6638, 0.1690, -0.7744], [-3.5309, 0.2979, -2.3272], [1.5065, -0.2173, 2.5646], [1.6476, 1.5097, 0.0991], [1.7086, -1.5500, -0.2049], [-2.9066, 0.3053, -0.9578], [0.9328, -0.1160, 0.7316], [-0.5705, 0.1710, -2.0395], [-1.3099, -0.1175, 0.9656], [-3.3398, 1.2595, -2.7713], [-3.0501, -0.6025, -2.7812], [-4.5840, 0.1206, -2.0942], [1.2448, -1.1838, 3.1017], [2.5785, -0.0578, 2.6086], [1.2142, 0.5160, 3.2908], [1.0872, 2.3053, 0.5950], [2.7280, 1.5231, 0.5947], [1.8788, 1.4779, -0.9509], [1.8347, -1.8601, -1.2904], [2.7123, -1.4363, 0.1013], [1.1991, -2.3622, 0.1785], [-3.5964, 0.3059, -0.2385]], "smiles": "CNC(=S)S[Si](C)(C)C", "de_lowest_kcal_mol": 0.00, "orbital_gap_ev": 8.691}


No. 2
{"formula": "C7H12O", "method": "ωB97M-V/def2-TZVPD", "species": ["C", "O", "C", "C", "C", "C", "C", "C", "H", "H", "H", "H", "H", "H", "H", "H", "H", "H", "H", "H"], "positions_angstrom": [[2.0434, -0.2161, 1.9776], [2.4961, 0.9226, 1.4124], [0.7529, -0.7208, 1.3707], [0.7399, -0.5058, -0.1196], [-0.4764, -0.5741, -0.9030], [-1.3573, 0.6014, -0.7311], [-2.6816, 0.7382, -0.7977], [-3.8451, 0.1815, -1.2712], [2.7700, -1.0400, 2.1576], [1.6301, 0.0513, 3.0107], [2.7507, 1.4586, -2.1456], [0.4267, -1.7510, 1.6649], [-0.0391, -0.0438, 1.7155], [1.0743, 0.4954, -0.1855], [1.5442, -1.1986, -0.5455], [-0.5347, -1.3074, -1.6897], [-0.8969, 1.5142, -0.4219], [2.1762, 1.6082, -1.6412], [-3.7972, -0.5124, -2.1664], [-4.7761, 0.2987, -0.6909]], "de_lowest_kcal_mol": 205.92, "orbital_gap_ev": 4.592}


No. 3
{"formula": "C42H34N3O3Ru", "method": "ωB97M-V/def2-TZVPD", "species": ["Ru", "O", "C", "C", "C", "C", "C", "C", "C", "C", "C", "O", "C", "C", "C", "C", "C", "C", "C", "C", "C", "C", "C", "C", "N", "C", "C", "C", "C", "C", "C", "C", "C", "C", "C", "C", "C", "H", "H", "H", "H", "H", "H", "H", "H", "H", "H", "H", "H", "H", "H", "H", "H", "H", "H", "H", "H", "H", "H", "H", "H", "H", "H", "H", "O", "C", "C", "C", "C", "C", "C", "C", "N", "C", "C", "N", "H", "H", "H", "H", "H", "H", "H"], "positions_angstrom": [[0.0289, -0.0088, 1.0108], [-1.2323, -1.5837, 1.1497], [-2.4768, -1.7698, 0.6279], [-3.3964, -0.5633, 1.0334], [-2.9695, 0.7606, 0.4727], [-3.7676, 1.4076, -0.4510], [-3.4045, 2.6524, -0.9566], [-2.2618, 3.2422, -0.4411], [-1.5189, 2.5831, 0.5218], [-0.3121, 3.2511, 1.0827], [0.9726, 2.8542, 0.2710], [1.2727, 1.5468, 0.4943], [0.7273, 3.0827, -1.2224], [0.0550, 2.1011, -1.9354], [-0.1103, 2.2138, -3.3015], [0.3842, 3.3171, -3.9760], [1.0286, 4.3171, -3.2669], [1.2010, 4.1999, -1.8974], [2.1988, 3.6611, 0.6965], [2.2010, 4.6339, 1.6824], [3.3810, 5.2773, 2.0217], [4.5642, 4.9620, 1.3799], [4.5655, 3.9942, 0.3876], [3.3931, 3.3465, 0.0537], [-1.8156, 1.3203, 0.9314], [-2.3563, -2.0100, -0.8821], [-3.1702, -1.4510, -1.8579], [-3.0100, -1.8030, -3.1885], [-2.0409, -2.7152, -3.5677], [-1.2233, -3.2756, -2.6002], [-1.3830, -2.9298, -1.2715], [-3.0640, -3.0286, 1.2829], [-3.7891, -3.9773, 0.5765], [-4.1830, -5.1500, 1.1987], [-3.8688, -5.3770, 2.5274], [-3.1777, -4.4152, 3.2451], [-2.7784, -3.2470, 2.6253], [-3.3434, -0.5207, 2.1259], [-4.4218, -0.7920, 0.7392], [-4.7099, 0.9695, -0.7428], [-4.0127, 3.1513, -1.6932], [-1.9622, 4.2289, -0.7557], [-0.1323, 2.9220, 2.1103], [-0.4558, 4.3304, 1.0427], [-0.3209, 1.2238, -1.4033], [-0.6114, 1.4251, -3.8403], [0.2848, 3.3880, -5.0495], [1.4115, 5.1864, -3.7844], [1.7245, 4.9709, -1.3535], [1.2925, 4.9050, 2.1967], [3.3671, 6.0346, 2.7921], [5.4830, 5.4605, 1.6532], [5.4801, 3.7479, -0.1318], [3.3821, 2.5855, -0.7137], [-3.9566, -0.7626, -1.6022], [-3.6652, -1.3734, -3.9317], [-1.9354, -3.0037, -4.6035], [-0.4714, -3.9982, -2.8829], [-0.7665, -3.3812, -0.5066], [-4.0328, -3.8110, -0.4632], [-4.7275, -5.8956, 0.6377], [-4.1563, -6.3030, 3.0022], [-2.9379, -4.5785, 4.2858], [-2.2107, -2.5016, 3.1639], [1.5696, -0.5832, 2.4189], [2.4564, -1.4951, 2.3577], [3.0247, -1.9555, 3.5773], [4.0732, -2.8346, 3.6145], [4.6264, -3.3080, 2.4273], [4.0974, -2.8990, 1.2235], [3.0030, -2.0305, 1.1389], [2.4809, -1.6986, -0.1683], [1.2570, -1.2919, -0.4888], [1.2073, -1.1586, -1.8416], [2.4114, -1.5022, -2.3758], [3.2074, -1.8401, -1.3181], [2.6031, -1.5471, 4.4829], [4.4779, -3.1508, 4.5648], [5.4566, -3.9970, 2.4469], [4.5307, -3.2912, 0.3138], [0.3155, -0.8485, -2.3500], [2.7582, -1.5286, -3.3895], [4.1851, -2.0676, -1.3827]], "spin_multiplicity": 2, "de_lowest_kcal_mol": 3.61, "orbital_gap_ev": [6.064, 6.518]}


No. 4
{"formula": "C49H47CdCl2N8O2S", "method": "ωB97M-V/def2-TZVPD", "species": ["Cd", "C", "C", "C", "C", "C", "N", "C", "C", "C", "C", "C", "C", "C", "N", "C", "C", "C", "N", "C", "C", "N", "C", "C", "C", "N", "H", "H", "H", "H", "H", "H", "H", "H", "H", "H", "H", "H", "H", "H", "H", "H", "H", "H", "Cl", "C", "C", "C", "Cl", "C", "C", "C", "C", "N", "C", "C", "O", "H", "H", "H", "H", "C", "C", "C", "C", "C", "C", "C", "C", "C", "C", "H", "H", "H", "H", "H", "H", "H", "C", "C", "C", "C", "N", "C", "S", "N", "C", "H", "H", "H", "H", "H", "H", "H", "H", "C", "C", "O", "C", "C", "H", "H", "H", "H", "H", "H", "H", "H", "H", "H"], "positions_angstrom": [[-0.1017, 0.2683, -0.2345], [0.1107, -0.7178, -6.3708], [0.0341, 0.1221, -5.1284], [-1.1086, 0.8444, -4.8045], [-1.1797, 1.6132, -3.6632], [-0.1045, 1.7087, -2.7565], [-0.1832, 2.3461, -1.5566], [-0.8449, 3.4910, -1.3622], [-1.1676, 4.3947, -2.4095], [-1.9486, 5.5085, -2.2237], [-2.4191, 5.8577, -0.9586], [-3.2880, 7.0674, -0.7440], [-1.9949, 5.0788, 0.1089], [-1.2345, 3.9277, -0.0565], [-0.8417, 3.2266, 1.1035], [-1.4737, 3.2308, 2.3006], [-0.6407, 2.6014, 3.1995], [0.4790, 2.2335, 2.4452], [0.3329, 2.6040, 1.1865], [1.0683, 0.9859, -3.1155], [1.1096, 0.2000, -4.2564], [2.2360, 1.0869, -2.3421], [3.5067, 1.0336, -2.8070], [4.3365, 1.2643, -1.7355], [3.4678, 1.4508, -0.6539], [2.2136, 1.3375, -1.0406], [-0.7474, -0.5239, -7.0104], [0.1251, -1.7799, -6.1247], [1.0182, -0.4976, -6.9330], [-1.9701, 0.7882, -5.4567], [-2.0967, 2.1363, -3.4218], [-0.7692, 4.1753, -3.3903], [-2.2088, 6.1263, -3.0738], [-3.8610, 7.2915, -1.6422], [-2.6823, 7.9450, -0.5041], [-3.9876, 6.9062, 0.0757], [-2.2700, 5.3875, 1.1106], [-2.4605, 3.6300, 2.4310], [-0.8084, 2.4408, 4.2449], [1.3746, 1.7390, 2.7632], [2.0034, -0.3766, -4.4573], [3.7453, 0.8472, -3.8357], [5.4075, 1.2817, -1.7357], [3.7024, 1.6653, 0.3697], [3.5224, -3.4755, -0.6457], [2.0563, -3.5994, -1.5643], [1.8021, -4.7698, -2.2560], [0.6268, -4.9050, -2.9594], [0.3075, -6.4032, -3.7926], [-0.3188, -3.8669, -3.0069], [-1.5568, -3.9386, -3.6802], [-2.3950, -2.8573, -3.6727], [-1.9949, -1.6974, -2.9961], [-0.8590, -1.5995, -2.3531], [-0.0249, -2.6458, -2.3320], [1.1834, -2.4857, -1.5346], [1.4299, -1.4478, -0.8720], [2.5185, -5.5778, -2.2169], [-1.8266, -4.8559, -4.1860], [-3.3578, -2.8865, -4.1645], [-2.6430, -0.8328, -2.9696], [-4.3551, -3.6973, 0.5662], [-2.9531, -3.6785, 0.4920], [-2.2877, -2.5004, 0.2915], [-2.9679, -1.2734, 0.1460], [-2.2695, -0.0453, -0.0492], [-3.0466, 1.0756, -0.2310], [-4.4516, 1.0523, -0.1879], [-5.1239, -0.1139, 0.0341], [-4.3948, -1.3087, 0.1987], [-5.0583, -2.5357, 0.4190], [-4.8724, -4.6339, 0.7357], [-2.4076, -4.6069, 0.6078], [-1.2115, -2.4763, 0.2199], [-2.5847, 2.0309, -0.4288], [-4.9847, 1.9852, -0.3160], [-6.2075, -0.1528, 0.0769], [-6.1425, -2.5368, 0.4746], [6.1159, -2.2926, 4.7477], [5.4290, -1.0483, 4.2915], [5.7007, 0.2125, 4.7513], [4.9453, 1.2924, 4.2103], [4.0055, 1.1123, 3.3271], [3.7187, -0.1152, 2.8605], [2.5755, -0.4534, 1.7318], [4.4627, -1.1930, 3.3660], [5.1970, 2.7083, 4.6226], [6.9136, -2.0587, 5.4454], [6.5304, -2.8266, 3.8933], [5.3968, -2.9500, 5.2364], [6.4652, 0.3846, 5.4908], [4.2426, -2.0943, 2.9597], [5.9963, 2.7856, 5.3548], [4.2814, 3.1314, 5.0318], [5.4513, 3.2918, 3.7393], [0.8311, -3.3507, 2.0125], [-0.2910, -3.0679, 2.9937], [-0.8352, -1.7842, 2.7949], [-1.8385, -1.5077, 3.7412], [-2.5486, -0.2107, 3.3926], [1.2246, -4.3498, 2.1737], [1.6239, -2.6226, 2.1380], [0.4817, -3.2761, 0.9870], [0.0850, -3.1382, 4.0319], [-1.0906, -3.8198, 2.8793], [-1.3845, -1.4403, 4.7488], [-2.5670, -2.3379, 3.7653], [-1.8278, 0.4935, 2.9893], [-3.0165, 0.2234, 4.2722], [-3.3060, -0.3855, 2.6377]], "de_lowest_kcal_mol": 29.44, "orbital_gap_ev": 5.399, "charge": -1}


| no. | strongest force on any atom (Eh/bohr) |
| --- | --- |
| 1 | 0.0978 |
| 2 | 0.0981 |
| 3 | 0.0673 |
| 4 | 0.0249 |